Entry from the Open Molecules 2025 dataset: 2 unconnected molecules or ions with the total composition C12H17N at a distorted geometry (wB97M-V/def2-TZVPD).

Values from the calculation:
- Highest occupied orbital energy: -0.279 Eh
- Kohn-Sham gap: 8.5400 eV
- SMILES string: Cc1c[nH]c2ccccc12.CCC
- Net charge: 0
- Energy relative to the best compared isomer or geometry (same formula, charge and spin): 2.573 eV

XYZ file:
```
30
C12H17N | the Open Molecules 2025 dataset | wB97M-V/def2-TZVPD
C 2.36117 -1.23099 0.02046
C 0.95473 -1.08321 -2.18927
C 1.57971 -0.59825 -1.00867
C -0.14394 0.81218 -1.63443
C 0.97789 0.60783 -0.70617
C -1.14732 1.75127 -1.35033
C 1.03684 1.55022 0.36533
C -1.14102 2.42030 -0.16644
C 0.01203 2.44093 0.62110
N -0.12796 -0.30522 -2.49674
H 1.31556 -1.97995 -2.60358
H -0.50067 -0.36851 -3.37611
H 1.66727 -1.57267 0.90741
H 3.13631 -0.56445 0.48406
H -2.00256 1.81961 -2.08797
H 1.90028 1.54960 1.05748
H -2.06715 2.78615 0.16808
H -0.13620 3.07342 1.42828
H 2.87799 -2.07131 -0.34463
C -1.17353 -1.79899 2.77656
C -1.14073 -2.64195 1.56972
C -1.36266 -0.29384 2.50457
H -2.00155 -2.15494 3.42295
H -0.07541 -1.94818 3.15536
H -1.60527 -3.60406 1.59777
H -0.51131 0.13674 2.01293
H -2.23218 -0.12908 1.84412
H -1.76491 0.36086 3.22454
H -1.84260 -2.13472 0.72612
H -0.14093 -2.67507 1.04580
```


Entry from the Open Molecules 2025 dataset: 2 unconnected molecules or ions with the total composition C2H8OS2 at a distorted geometry (wB97M-V/def2-TZVPD).

Values from the calculation:
- Highest occupied orbital energy (spin up / spin down): 0.013 / -0.157 Eh
- Kohn-Sham gap (spin up / spin down): 3.2448 / 7.8906 eV
- Net charge: -1
- Multiplicity: 2
- Energy relative to the best compared isomer or geometry (same formula, charge and spin): 1.515 eV

XYZ file:
```
13
C2H8OS2 | the Open Molecules 2025 dataset | wB97M-V/def2-TZVPD
C 2.89552 -1.16170 -0.18880
O 2.59692 -0.80027 1.18753
H 2.85656 -0.42556 -0.92896
H 3.97937 -1.56599 -0.14403
H 2.19285 -1.92966 -0.21302
H 1.73465 -0.43083 1.10275
C -0.47765 1.51800 -1.26940
S -0.57210 0.78260 0.38330
S -2.13903 -0.47368 -0.11649
H -1.44330 1.74981 -1.65935
H 0.07122 0.99763 -2.01682
H 0.01006 2.52240 -1.06560
H -1.30586 -1.59620 -0.09494
```


Entry from the Open Molecules 2025 dataset: 6 unconnected molecules or ions with the total composition C24H38N6O8 at a distorted geometry (wB97M-V/def2-TZVPD).

Values from the calculation:
- Highest occupied orbital energy (spin up / spin down): -0.433 / -0.424 Eh
- Kohn-Sham gap (spin up / spin down): 8.3293 / 2.3666 eV
- Net charge: +1
- Multiplicity: 2

XYZ file:
```
76
C24H38N6O8 | the Open Molecules 2025 dataset | wB97M-V/def2-TZVPD
C 1.73158 -0.63461 -0.02502
O 1.20890 -0.26944 -1.04718
N 1.17061 -0.51963 1.21870
C 1.81472 -1.13924 2.30954
C -0.20987 0.00438 1.40048
H 2.70219 -1.15426 -0.03429
H 1.83206 -0.46779 3.16799
H 2.83240 -1.47176 2.10491
H 1.14356 -1.96158 2.55733
H -0.79796 0.39334 0.56923
H -0.82509 -0.75798 1.87840
H 0.11524 0.79269 2.07943
C -3.38232 1.45649 2.62412
O -3.13424 2.40534 3.40914
N -3.35355 1.54758 1.30684
C -3.78013 0.45035 0.45222
C -2.85508 2.74293 0.58048
H -3.67710 0.43717 2.91788
H -4.61133 -0.11031 0.87985
H -2.96412 -0.25188 0.28164
H -4.08946 0.86439 -0.50746
H -2.01623 2.49858 -0.07123
H -3.63554 3.18918 -0.03584
H -2.50410 3.47333 1.30946
C 1.12652 -4.60078 6.77392
O 0.37608 -5.53920 6.89657
N 1.37584 -3.94745 5.60638
C 2.26906 -2.80882 5.51231
C 0.68478 -4.32947 4.37912
H 1.67021 -4.10899 7.59535
H 2.62499 -2.64096 4.49582
H 3.23148 -3.05767 5.95944
H 1.88241 -1.91591 6.00356
H 0.05300 -5.20039 4.55364
H 0.07202 -3.49429 4.03989
H 1.45843 -4.57290 3.65088
C 0.13773 -4.12979 0.46108
O 1.04323 -4.89223 0.81405
N -0.16872 -3.73018 -0.78046
C 0.60475 -4.18696 -1.95247
C -1.05483 -2.57603 -1.06032
H -0.46246 -3.48787 1.12434
H 1.38449 -4.92314 -1.75716
H 0.87555 -3.25948 -2.45699
H -0.06315 -4.59223 -2.71258
H -2.10154 -2.83001 -1.22763
H -0.98373 -1.82220 -0.27624
H -0.77211 -2.00436 -1.94427
C 3.41976 2.05918 -2.06906
C 4.51886 2.37776 -2.86730
C 4.60506 3.65545 -3.39153
C 3.54700 4.58881 -3.24603
C 2.38154 4.19534 -2.51401
C 2.33447 2.91617 -1.96829
N 3.59698 5.89498 -3.91698
O 2.64868 6.71120 -3.78573
O 4.43106 5.94591 -4.81068
H 3.40035 1.17059 -1.45554
H 5.39813 1.76010 -2.75880
H 5.54755 3.89364 -3.86202
H 1.54666 4.87717 -2.44724
H 1.45107 2.65783 -1.40325
C -1.18002 3.02673 -3.10221
C -0.93364 1.65664 -3.00763
C -1.97046 0.77635 -2.92742
C -3.29218 1.17880 -3.01037
C -3.56153 2.52480 -3.12542
C -2.52214 3.49783 -3.16713
N -4.40206 0.19079 -2.90727
O -5.47908 0.53373 -2.52527
O -4.08096 -0.99371 -3.07885
H -0.36559 3.72926 -3.20000
H 0.04854 1.21086 -2.95287
H -1.74831 -0.26980 -3.07775
H -4.60143 2.81520 -3.15162
H -2.71750 4.55235 -3.29454
```


Entry from the Open Molecules 2025 dataset: a molecular structure, C4H11N3 at a distorted geometry (wB97M-V/def2-TZVPD).

Values from the calculation:
- Highest occupied orbital energy: -0.328 Eh
- Kohn-Sham gap: 9.9255 eV
- Net charge: 0
- Energy relative to the best compared isomer or geometry (same formula, charge and spin): 4.713 eV

XYZ file:
```
18
C4H11N3 | the Open Molecules 2025 dataset | wB97M-V/def2-TZVPD
C -0.25837 1.36363 -0.30069
C 0.79559 1.94004 0.65389
C 0.35984 -2.45648 -1.08352
N 0.08269 -0.02125 -0.66770
C 0.05636 -0.98634 0.21397
N -1.63274 1.42661 0.19094
N -0.26786 -1.25348 1.37708
H 0.11234 -1.03709 -1.41889
H -0.22719 1.91912 -1.24073
H -1.70525 0.94469 1.08230
H -1.91183 2.39077 0.33606
H 0.12261 -2.04989 1.85830
H 1.79364 1.87300 0.21738
H 0.57597 2.98901 0.86302
H 0.78902 1.38648 1.59424
H -0.55617 -3.03809 -1.00770
H 1.16816 -2.94264 -0.53828
H 0.70315 -2.44809 -2.12967
```


Entry from the Open Molecules 2025 dataset: a gas-phase ion, C11H14N (charge +1) at a distorted geometry (wB97M-V/def2-TZVPD).

Values from the calculation:
- Highest occupied orbital energy (spin up / spin down): -0.478 / -0.478 Eh
- Kohn-Sham gap (spin up / spin down): 7.1479 / 7.1494 eV
- Net charge: +1
- Energy relative to the best compared isomer or geometry (same formula, charge and spin): 4.911 eV

XYZ file:
```
26
C11H14N | the Open Molecules 2025 dataset | wB97M-V/def2-TZVPD
C 2.78851 2.69319 1.37293
C 1.73238 3.02449 2.13831
C 2.65017 1.81651 0.32154
C 0.38677 2.53570 1.79413
C 1.19044 0.33711 -1.27217
C 1.31717 1.31685 -0.17285
C 0.45748 1.82005 0.71788
C -0.05257 -0.65284 -1.11679
C -0.10921 -1.70621 -2.16860
C -1.86985 -1.76716 1.63166
C -2.03503 -1.36975 0.11985
N -0.88819 -0.53278 -0.22198
H 3.76596 2.93210 1.55691
H 1.90399 3.68708 3.06397
H 3.49244 1.48152 -0.14171
H -0.48124 2.80447 2.39869
H 0.88178 0.94544 -2.05460
H 2.07230 -0.29694 -1.54940
H -0.85951 -2.58975 -1.92018
H 0.81587 -2.02483 -2.47821
H -0.53664 -1.21479 -3.08276
H -0.98154 -1.38660 2.15756
H -2.67465 -1.42220 2.28767
H -1.78458 -2.80827 1.74120
H -2.95453 -0.76398 0.00260
H -1.94870 -2.24782 -0.56796
```


Entry from the Open Molecules 2025 dataset: C24H22F10IN3O3S in the gas phase (wB97M-V/def2-TZVPD).

Values from the calculation:
- Highest occupied orbital energy: -0.338 Eh
- Kohn-Sham gap: 8.4618 eV
- SMILES string: CCOC(=O)CCCc1c(O)c(CCCI)c(C(F)(F)C(F)(F)C(F)(F)C(F)(F)F)c2nc([C@H](C)F)c(N=C=S)nc12
- Net charge: 0

XYZ file:
```
64
C24H22F10IN3O3S | the Open Molecules 2025 dataset | wB97M-V/def2-TZVPD
C -2.32933 2.70564 -1.40856
C -2.36866 1.42507 -0.59459
O -3.72037 1.02126 -0.37550
C -3.92531 -0.29257 -0.05266
O -4.33335 -0.60792 1.03689
C -3.73581 -1.26298 -1.18410
C -3.48581 -2.69518 -0.73505
C -2.34350 -2.86605 0.28298
C -1.23819 -1.86508 0.13172
C -0.50880 -1.77813 -1.02289
O -0.83876 -2.66754 -2.02395
C 0.50272 -0.80170 -1.25741
C 1.13105 -0.80760 -2.62989
C 2.51274 -1.47486 -2.70635
C 2.79440 -2.06917 -4.07408
I 3.04016 -0.54882 -5.54995
C 0.80434 0.07708 -0.23902
C 1.87477 1.14515 -0.37945
F 2.13513 1.39427 -1.69351
F 1.48847 2.32211 0.15005
C 3.24877 0.76933 0.25307
F 3.59960 -0.47246 -0.13778
F 3.11739 0.76270 1.58590
C 4.44903 1.73596 -0.02798
F 5.44071 1.29388 0.77382
F 4.11245 2.97955 0.33952
C 5.05559 1.81677 -1.46848
F 6.30624 2.24018 -1.37746
F 5.05547 0.62274 -2.06375
F 4.37965 2.67201 -2.22449
C 0.09778 0.00077 0.99126
N 0.38154 0.86771 2.00617
C -0.29630 0.80462 3.10271
C -0.00845 1.79266 4.21108
C -1.22587 2.61349 4.63472
F 0.98467 2.65820 3.76810
C -1.29141 -0.21159 3.26923
N -1.94366 -0.29113 4.52575
C -2.24790 -1.36334 5.01207
S -2.63809 -2.72781 5.62907
N -1.59231 -1.04636 2.34118
C -0.91661 -0.96487 1.16081
H -1.44831 2.70804 -2.04889
H -2.27387 3.58572 -0.77539
H -3.20156 2.76194 -2.05408
H -1.80958 0.63543 -1.10319
H -1.89112 1.58040 0.37557
H -2.96410 -0.93305 -1.87764
H -4.67061 -1.23041 -1.74915
H -3.28037 -3.28710 -1.62312
H -4.39392 -3.09753 -0.28938
H -1.91918 -3.86188 0.13915
H -2.74267 -2.82891 1.28897
H -0.06832 -3.19274 -2.26281
H 1.18193 0.19418 -3.04053
H 0.46440 -1.35023 -3.29513
H 3.27593 -0.72583 -2.51676
H 2.60328 -2.26142 -1.95460
H 3.73604 -2.60681 -4.08082
H 2.00411 -2.73144 -4.41535
H 0.42755 1.25824 5.05653
H -1.43289 2.48006 5.69295
H -2.12268 2.33602 4.08891
H -0.99822 3.66138 4.46555
```